a:
Formula: C4H4N2O
Source: the Open Molecules 2025 dataset
Level of theory: ωB97M-V/def2-TZVPD

Output
- 2S+1: 1
- HOMO-LUMO gap: 7.91 eV
- HOMO energy: -7.9 eV
- LUMO level: 0.04 eV

Last column: natural (NBO) charge in e.
CARTESIAN COORDINATES (ANGSTROEM)
1 N 1.6775 -0.4295 -0.8455  -0.769
2 C 0.6941 -0.1156 0.0175  0.604
3 C -0.1839 -0.9991 0.6701  -0.429
4 C -1.4757 -0.5481 0.7195  -0.165
5 C -1.6443 0.8402 0.3659  -0.078
6 N -0.7105 1.7489 0.3710  -0.084
7 O 0.5573 1.1942 0.1603  -0.325
8 H 1.9907 0.3287 -1.4369  0.408
9 H 0.1484 -1.9680 1.0490  0.222
10 H 1.5782 -1.3264 -1.2961  0.410
11 H -2.6318 1.2746 0.2252  0.207


b:
Formula: C4H4N2O
Source: the Open Molecules 2025 dataset
Level of theory: ωB97M-V/def2-TZVPD

Output
- 2S+1: 1
- HOMO-LUMO gap: 10.19 eV
- HOMO energy: -9.7 eV
- LUMO level: 0.51 eV

Last column: natural (NBO) charge in e.
CARTESIAN COORDINATES (ANGSTROEM)
1 O -1.4818 1.3111 -1.8256  -0.543
2 C -0.8069 0.7940 -0.9635  0.596
3 C -0.7300 -0.6748 -0.7869  -0.332
4 C 0.1013 -1.2079 0.1177  0.019
5 N 0.9269 -0.3550 0.8837  -0.600
6 C 0.7966 1.0031 0.6622  0.304
7 N -0.0157 1.6029 -0.1093  -0.483
8 H -1.3632 -1.2828 -1.4243  0.240
9 H 0.2311 -2.2855 0.2390  0.218
10 H 0.8717 -0.4486 1.8808  0.403
11 H 1.4663 1.5495 1.3240  0.178


c:
Formula: C4H4N2O
Source: the Open Molecules 2025 dataset
Level of theory: ωB97M-V/def2-TZVPD

Output
- 2S+1: 1
- HOMO-LUMO gap: 12.39 eV
- HOMO energy: -11.8 eV
- LUMO level: 0.62 eV

Last column: natural (NBO) charge in e.
CARTESIAN COORDINATES (ANGSTROEM)
1 N -2.1178 0.5105 -1.6592  -0.293
2 C -1.0489 0.6932 -1.2605  0.235
3 C 0.3287 0.8166 -0.7419  -0.188
4 O 0.3621 0.8439 0.6702  -0.481
5 C -0.0448 -0.3497 1.3101  -0.170
6 C 0.5986 -1.4593 0.5820  0.249
7 N 1.0903 -1.9991 -0.3158  -0.305
8 H 0.7978 1.7453 -1.0661  0.242
9 H 0.8992 -0.0379 -1.1513  0.245
10 H 0.2691 -0.2748 2.3542  0.240
11 H -1.1343 -0.4887 1.2782  0.225


d:
Formula: C4H4N2O
Source: the Open Molecules 2025 dataset
Level of theory: ωB97M-V/def2-TZVPD

Output
- 2S+1: 1
- HOMO-LUMO gap: 10.36 eV
- HOMO energy: -9.2 eV
- LUMO level: 1.13 eV

Last column: natural (NBO) charge in e.
CARTESIAN COORDINATES (ANGSTROEM)
1 C 2.0070 -1.5740 -0.3662  -0.342
2 C 1.0120 -1.1106 0.1784  0.303
3 O -0.0928 -0.6365 0.7381  -0.496
4 C -1.0700 -0.1008 -0.1040  0.134
5 C -2.0842 0.6770 0.2835  -0.464
6 H 2.7682 -1.7822 -1.0041  0.230
7 H -0.8445 -0.5281 -1.0672  0.195
8 H -2.7357 0.9980 -0.4685  0.214
9 H -2.4516 0.9699 1.3225  0.230
10 N 1.3622 1.8910 0.0742  -0.011
11 N 2.1296 1.1962 0.4133  0.005


Most stable structure - b; separation to the second - 1.207 eV.


a:
Formula: C4H4N2O
Source: the Open Molecules 2025 dataset
Level of theory: ωB97M-V/def2-TZVPD

Output
- 2S+1: 1
- HOMO-LUMO gap: 8.21 eV
- HOMO energy: -9.1 eV
- LUMO level: -0.88 eV

Last column: natural (NBO) charge in e.
CARTESIAN COORDINATES (ANGSTROEM)
1 N -3.2076 -0.5345 0.1893  -0.226
2 C -2.1544 0.1163 0.1354  0.217
3 C -0.6946 0.2263 -0.0641  0.168
4 N -0.1093 1.4807 -0.0803  -0.780
5 C 0.1694 -0.9347 -0.1148  -0.400
6 C 1.6285 -0.8593 0.0002  0.360
7 O 2.1222 0.2542 0.2976  -0.607
8 H -0.6169 2.4251 -0.2324  0.415
9 H 0.9308 1.5222 0.1791  0.464
10 H -0.3361 -1.9312 -0.2333  0.234
11 H 2.2679 -1.7652 -0.0768  0.156


b:
Formula: C4H4N2O
Source: the Open Molecules 2025 dataset
Level of theory: ωB97M-V/def2-TZVPD

Output
- 2S+1: 1
- HOMO-LUMO gap: 8.47 eV
- HOMO energy: -8.3 eV
- LUMO level: 0.14 eV

Last column: natural (NBO) charge in e.
CARTESIAN COORDINATES (ANGSTROEM)
1 N 2.3881 0.2305 0.0227  -0.644
2 C 1.6082 -0.6820 0.0301  0.584
3 C 0.6701 -1.6854 0.0372  -0.248
4 N -0.3014 -0.8067 0.0099  -0.270
5 C -1.3775 -0.1160 -0.0143  -0.166
6 C -1.2077 1.3429 -0.0376  0.379
7 O -0.1178 1.8940 -0.0354  -0.588
8 H 2.1465 1.2152 0.0029  0.453
9 H 0.7000 -2.7714 0.0585  0.210
10 H -2.3735 -0.5697 -0.0170  0.177
11 H -2.1351 1.9487 -0.0570  0.112


c:
Formula: C4H4N2O
Source: the Open Molecules 2025 dataset
Level of theory: ωB97M-V/def2-TZVPD

Output
- 2S+1: 1
- HOMO-LUMO gap: 9.86 eV
- HOMO energy: -9.5 eV
- LUMO level: 0.33 eV

Last column: natural (NBO) charge in e.
CARTESIAN COORDINATES (ANGSTROEM)
1 O -0.0504 2.0878 1.3185  -0.575
2 C -0.0346 1.0374 0.7096  0.622
3 C -0.8270 -0.1501 0.9706  -0.362
4 C -0.7922 -1.1874 0.1042  0.048
5 N -0.1463 -1.1700 -1.1195  -0.479
6 C 0.6640 -0.1822 -1.2836  0.297
7 N 0.8570 0.8086 -0.3692  -0.607
8 H -1.4025 -0.1651 1.8888  0.239
9 H -1.3012 -2.1155 0.3453  0.205
10 H 1.2413 -0.0767 -2.2037  0.190
11 H 1.7960 1.1652 -0.3188  0.421


Most stable structure - c; separation to the second - 2.184 eV.


a:
Formula: C3H9NO2S
Source: the Open Molecules 2025 dataset
Level of theory: ωB97M-V/def2-TZVPD

Output
- 2S+1: 1
- HOMO-LUMO gap: 5.76 eV
- HOMO energy: 0.3 eV
- LUMO level: 6.10 eV
- Total charge: -2

Last column: natural (NBO) charge in e.
CARTESIAN COORDINATES (ANGSTROEM)
1 C 1.1735 0.4518 0.7861  -0.214
2 C 2.3327 0.0953 -0.1716  -0.539
3 S 3.6016 1.3569 -0.4105  -0.752
4 N 0.1547 -0.5379 1.0232  -0.714
5 C -1.2928 -0.3100 0.7232  0.139
6 O -1.8327 -1.0887 -0.2583  -0.954
7 H 1.5949 0.8511 1.8292  0.135
8 H 0.7339 1.3605 0.3342  0.168
9 H 1.9416 -0.2088 -1.1868  0.178
10 H 2.7061 -0.8765 0.2090  0.151
11 H 0.3089 -1.4033 0.5071  0.353
12 H -1.3720 0.7626 0.4901  0.085
13 H -1.7484 -0.5002 1.7641  0.055
14 H -2.2894 0.0278 -1.2526  0.510
15 H -3.2290 -0.4006 -2.3095  0.438
16 O -2.7837 0.4198 -2.0769  -1.041


b:
Formula: C3H9NO2S
Source: the Open Molecules 2025 dataset
Level of theory: ωB97M-V/def2-TZVPD

Output
- 2S+1: 1
- HOMO-LUMO gap: 5.84 eV
- HOMO energy: 0.0 eV
- LUMO level: 5.84 eV
- Total charge: -2

Last column: natural (NBO) charge in e.
CARTESIAN COORDINATES (ANGSTROEM)
1 C 0.5251 0.5871 0.4032  -0.086
2 O 1.8130 0.7587 -0.1917  -0.767
3 C -0.4881 -0.1891 -0.5734  -0.047
4 C -1.7995 -0.6346 0.3235  -0.589
5 S -2.8662 0.6899 0.7658  -0.716
6 N -0.8791 0.4743 -1.8212  -0.877
7 H 0.5190 -0.0181 1.3497  0.189
8 H -0.0469 1.5546 0.4101  0.175
9 H -0.0192 -1.1667 -0.9289  0.163
10 H -1.7808 -1.3483 1.1662  0.190
11 H -2.2827 -1.3974 -0.3461  0.142
12 H -1.1673 -0.2472 -2.4618  0.336
13 H -1.7436 1.2309 -1.7477  0.374
14 H 2.5322 0.4597 0.2937  0.499
15 H 3.7155 0.0866 1.6845  0.371
16 O 3.9684 -0.8404 1.6741  -1.357


Most stable structure - a; separation to the second - 1.291 eV.


a:
Formula: C8H12N2S
Source: the Open Molecules 2025 dataset
Level of theory: ωB97M-V/def2-TZVPD

Output
- 2S+1: 1
- HOMO-LUMO gap: 9.77 eV
- HOMO energy: -9.2 eV
- LUMO level: 0.56 eV

Last column: natural (NBO) charge in e.
CARTESIAN COORDINATES (ANGSTROEM)
1 H 0.3585 2.8139 0.0488  0.344
2 N -0.4100 2.2277 0.0492  -0.611
3 C -0.1941 0.9946 -0.0437  0.312
4 C -1.5849 0.1632 0.0199  0.038
5 N -1.6790 -1.0900 0.2662  -0.471
6 C -2.9564 -1.5559 0.2662  -0.068
7 C -3.8955 -0.6283 -0.0131  -0.443
8 S -3.1836 0.9241 -0.2186  0.421
9 C 1.1312 0.2574 -0.0674  -0.107
10 C 1.1739 -0.5230 -1.3926  -0.621
11 C 1.3162 -0.7745 1.0737  -0.626
12 C 2.4335 1.1666 0.1200  -0.615
13 H -3.0525 -2.6922 0.3582  0.222
14 H -5.0046 -0.5260 -0.1051  0.254
15 H 1.9071 -1.3596 -1.4508  0.217
16 H 1.3549 0.2437 -2.1666  0.209
17 H 0.1535 -0.9431 -1.3176  0.232
18 H 1.4356 -0.0667 1.9704  0.203
19 H 0.3946 -1.4452 1.0348  0.262
20 H 2.3650 -1.1900 0.9429  0.210
21 H 2.3650 1.5808 1.1562  0.206
22 H 3.2535 0.4195 0.0304  0.226
23 H 2.3185 2.0032 -0.5614  0.207


b:
Formula: C8H12N2S
Source: the Open Molecules 2025 dataset
Level of theory: ωB97M-V/def2-TZVPD

Output
- 2S+1: 1
- HOMO-LUMO gap: 8.26 eV
- HOMO energy: -7.5 eV
- LUMO level: 0.79 eV

Last column: natural (NBO) charge in e.
CARTESIAN COORDINATES (ANGSTROEM)
1 C 0.9901 1.9069 0.8288  -0.509
2 C 1.1446 0.7936 0.0584  0.214
3 C 2.3828 0.3988 -0.7506  -0.436
4 C 3.7461 0.7352 -0.1507  -0.597
5 N 0.0971 -0.1094 -0.1716  -0.579
6 C -1.1913 0.0403 -0.1759  0.315
7 S -2.2966 1.4401 -0.1578  0.317
8 C -3.7554 0.4974 -0.1802  -0.458
9 C -3.4362 -0.8037 -0.2553  -0.010
10 N -2.0602 -1.0652 -0.2572  -0.395
11 C -1.5589 -2.3745 0.2531  -0.390
12 H 0.1698 2.0596 1.4564  0.197
13 H 1.8844 2.5057 1.1696  0.196
14 H 2.2375 0.9152 -1.6531  0.216
15 H 2.3429 -0.6066 -0.8944  0.216
16 H 4.2498 -0.1192 0.1535  0.207
17 H 3.7884 1.5172 0.5451  0.210
18 H 4.4567 1.0667 -1.0056  0.197
19 H -4.7004 0.8269 0.1118  0.244
20 H -4.0733 -1.6557 -0.1709  0.217
21 H -2.3045 -3.1429 0.2588  0.202
22 H -0.7519 -2.6769 -0.3067  0.221
23 H -1.3615 -2.1493 1.2949  0.205


Most stable structure - a; separation to the second - 0.402 eV.


a:
Formula: C4H15N4
Source: the Open Molecules 2025 dataset
Level of theory: ωB97M-V/def2-TZVPD

Output
- 2S+1: 1
- HOMO-LUMO gap: 9.82 eV
- HOMO energy: -12.5 eV
- LUMO level: -2.70 eV
- Total charge: +1

Last column: natural (NBO) charge in e.
CARTESIAN COORDINATES (ANGSTROEM)
1 C -1.2826 2.2189 -1.1060  -0.406
2 C 0.5270 -2.3618 0.0556  -0.451
3 C 1.9862 -0.5179 -0.3169  -0.454
4 C -0.4564 0.0310 -0.4434  0.278
5 N -0.7507 0.9034 2.0586  -0.644
6 N -0.1480 1.3554 -0.5921  -0.673
7 N -0.7550 -0.3108 1.4125  -0.533
8 N 0.7578 -1.1079 -0.7114  -0.398
9 H -1.4704 2.2108 -2.1142  0.213
10 H -2.2619 1.9960 -0.6373  0.197
11 H -0.9428 3.2580 -0.8893  0.230
12 H 0.0801 -2.0884 1.0210  0.273
13 H -0.2400 -3.0945 -0.4269  0.243
14 H 1.5767 -2.7913 0.1973  0.239
15 H 2.1145 -0.5058 0.8069  0.239
16 H 2.9317 -0.9598 -0.8720  0.249
17 H 1.8119 0.4894 -0.6184  0.238
18 H -1.3110 -0.2777 -1.0601  0.209
19 H 0.0499 0.9252 2.6482  0.365
20 H -1.5214 1.1716 2.4904  0.362
21 H 0.2163 1.8005 0.3095  0.418
22 H -1.5665 -0.8477 1.5516  0.360
23 H 0.7095 -1.0690 -1.7678  0.445


b:
Formula: C4H15N4
Source: the Open Molecules 2025 dataset
Level of theory: ωB97M-V/def2-TZVPD

Output
- 2S+1: 1
- HOMO-LUMO gap: 9.81 eV
- HOMO energy: -12.7 eV
- LUMO level: -2.88 eV
- Total charge: +1

Last column: natural (NBO) charge in e.
CARTESIAN COORDINATES (ANGSTROEM)
1 N 1.7427 0.0568 0.1759  -0.869
2 C 0.9286 0.3049 1.3750  -0.227
3 C 0.4800 -1.0075 2.0152  -0.214
4 N -0.5239 -0.7241 3.0127  -0.827
5 H 2.0879 -0.8911 0.1350  0.378
6 H 2.5401 0.6596 0.0817  0.392
7 H 0.0548 0.8997 1.0896  0.179
8 H 1.4387 0.9237 2.1129  0.201
9 H 0.0468 -1.6634 1.2666  0.157
10 H 1.3884 -1.5015 2.3798  0.177
11 H -0.9227 -1.5379 3.4509  0.372
12 H -0.0892 -0.2445 3.7796  0.360
13 C -0.2965 1.9571 -2.2280  -0.419
14 N -0.2790 0.5538 -1.8270  -0.527
15 C -1.3321 -0.1798 -1.9926  0.393
16 N -1.5195 -1.3978 -1.5091  -0.724
17 H 0.7010 2.2504 -2.5526  0.231
18 H -0.5190 2.6034 -1.3790  0.222
19 H -1.0033 2.1269 -3.0314  0.223
20 H 0.4996 0.3026 -1.1448  0.457
21 H -2.1177 0.1665 -2.6548  0.215
22 H -0.8907 -1.8448 -0.8697  0.420
23 H -2.4149 -1.8130 -1.6858  0.429


c:
Formula: C4H15N4
Source: the Open Molecules 2025 dataset
Level of theory: ωB97M-V/def2-TZVPD

Output
- 2S+1: 1
- HOMO-LUMO gap: 9.93 eV
- HOMO energy: -12.5 eV
- LUMO level: -2.53 eV
- Total charge: +1

Last column: natural (NBO) charge in e.
CARTESIAN COORDINATES (ANGSTROEM)
1 C 1.7694 -1.8088 -0.5165  -0.399
2 C -2.1287 -0.9781 0.4925  -0.440
3 C -1.6788 1.4313 -0.3513  -0.415
4 C 0.0866 -0.2305 -0.3993  0.278
5 N 1.6596 1.5524 0.8305  -0.731
6 N 0.8524 -1.0381 0.3542  -0.645
7 N 1.0658 1.5139 -0.5091  -0.503
8 N -1.1937 0.1803 0.3237  -0.383
9 H 1.2346 -2.2167 -1.2662  0.205
10 H 2.5569 -1.1717 -0.9485  0.183
11 H 2.3303 -2.5457 -0.0403  0.231
12 H -2.2424 -1.3965 -0.5134  0.225
13 H -1.6198 -1.7272 1.1244  0.252
14 H -3.2169 -0.7874 0.9242  0.264
15 H -1.7315 1.2584 -1.4018  0.224
16 H -2.7109 1.5832 0.0721  0.225
17 H -0.9374 2.2510 -0.0989  0.278
18 H -0.3252 -0.5782 -1.4226  0.223
19 H 1.5721 2.3929 1.3273  0.385
20 H 2.6200 1.2226 0.8698  0.368
21 H 1.1439 -0.6036 1.1720  0.405
22 H 1.7348 1.2238 -1.2066  0.350
23 H -0.8412 0.4724 1.1840  0.420


d:
Formula: C4H15N4
Source: the Open Molecules 2025 dataset
Level of theory: ωB97M-V/def2-TZVPD

Output
- 2S+1: 1
- HOMO-LUMO gap: 9.13 eV
- HOMO energy: -12.1 eV
- LUMO level: -2.98 eV
- Total charge: +1

Last column: natural (NBO) charge in e.
CARTESIAN COORDINATES (ANGSTROEM)
1 C 1.0393 -0.4592 -1.6094  -0.236
2 N 2.0311 0.5486 -1.9485  -0.818
3 C -0.3316 0.1917 -1.7978  -0.222
4 N -1.3867 -0.6901 -1.1908  -0.710
5 H 1.1254 -0.8680 -0.5938  0.175
6 H 1.1160 -1.3049 -2.2980  0.200
7 H 2.1049 1.1935 -1.1680  0.370
8 H 2.9371 0.1176 -2.0724  0.379
9 H -0.5499 0.3129 -2.8514  0.232
10 H -0.3253 1.1334 -1.2551  0.223
11 H -2.3343 -0.4033 -1.4059  0.429
12 H -1.2766 -1.6239 -1.5898  0.424
13 H -1.3511 -0.7905 -0.1289  0.470
14 C -0.2026 0.9713 1.7113  -0.043
15 C -0.4520 -0.2521 2.1605  -0.128
16 N -1.4904 -1.1189 1.6184  -0.874
17 N 1.0665 1.6046 1.7948  -0.801
18 H -0.9070 1.5960 1.1659  0.186
19 H 0.1937 -0.7346 2.8851  0.203
20 H -2.4154 -0.8591 1.9612  0.392
21 H -1.3213 -2.0485 1.9863  0.396
22 H 1.7044 1.0043 2.3124  0.370
23 H 1.0257 2.4793 2.3138  0.382


Most stable structure - b; separation to the second - 0.876 eV.


a:
Formula: CH4NO3
Source: the Open Molecules 2025 dataset
Level of theory: ωB97M-V/def2-TZVPD

Output
- 2S+1: 1
- HOMO-LUMO gap: 9.02 eV
- HOMO energy: -4.6 eV
- LUMO level: 4.45 eV
- Total charge: -1

Last column: natural (NBO) charge in e.
CARTESIAN COORDINATES (ANGSTROEM)
1 N -1.6021 0.4773 1.2096  -0.906
2 C -0.4058 0.0075 0.5644  0.867
3 O -0.5224 -0.1246 -0.6929  -0.819
4 O 0.5650 -0.2430 1.2686  -0.751
5 H -1.8246 -0.0875 2.0160  0.350
6 H -2.3961 0.4477 0.5901  0.351
7 H 1.4046 -0.0332 -2.7361  0.432
8 H 0.8856 -0.2037 -1.2745  0.503
9 O 1.7451 -0.1850 -1.8462  -1.026


b:
Formula: CH4NO3
Source: the Open Molecules 2025 dataset
Level of theory: ωB97M-V/def2-TZVPD

Output
- 2S+1: 1
- HOMO-LUMO gap (spin up / spin down): 5.86 / 5.86 eV
- HOMO energy (spin up / spin down): -1.6 / -1.6 eV
- LUMO level (spin up / spin down): 4.29 / 4.29 eV
- Total charge: -1

Last column: natural (NBO) charge in e.
CARTESIAN COORDINATES (ANGSTROEM)
1 C -0.9337 0.1972 -0.3924  0.568
2 N 1.2400 -0.7783 -0.1223  -0.686
3 O 1.7400 0.4148 0.4331  -0.690
4 O -0.5417 1.3259 -0.0551  -0.724
5 O -1.6180 -0.6003 0.5562  -0.760
6 H -1.1344 -0.2395 -1.3791  0.124
7 H 1.7172 -0.8854 -0.9954  0.249
8 H 0.7629 0.9090 0.4606  0.446
9 H -1.2322 -0.3434 1.4944  0.473


Most stable structure - a; separation to the second - 5.151 eV.